Record 1
This record from the Open Molecules 2025 dataset describes one molecule with the formula C2H3FO. The level of theory is ωB97M-V/def2-TZVPD.

Results
2S+1 ... 1
HOMO level ... -11.3 eV
Energy above the lowest of the compared OMol25 structures with the same formula, charge and spin ... 58.16 kcal per mole
E_LUMO ... 1.14 eV
SMILES ... F[C@@H]1CO1

Last column: Löwdin charge in e.
Geometry (Å):
F -1.396 -0.808 0.712  -0.01
C -0.078 -0.613 0.326  -0.34
C 0.252 0.680 -0.322  -0.13
O 0.159 -0.495 -1.004  0.02
H 0.441 -1.400 1.092  0.20
H -0.616 1.316 -0.483  0.11
H 1.238 1.320 -0.322  0.15


Record 2
This record from the Open Molecules 2025 dataset describes a 3-piece molecular cluster, C2H3FO2 overall. The level of theory is ωB97M-V/def2-TZVPD.

Results
2S+1 ... 1
HOMO level ... -10.9 eV
Energy above the lowest of the compared OMol25 structures with the same formula, charge and spin ... 32.34 kcal per mole
E_LUMO ... -0.05 eV

Last column: Löwdin charge in e.
Geometry (Å):
C 2.650 -0.922 -0.262  0.00
C -0.604 -0.853 -0.192  -0.07
O 2.806 0.070 0.250  0.04
O -0.454 0.257 0.308  -0.03
F -1.987 2.304 0.152  -0.13
H -1.520 -1.335 -0.491  0.09
H 0.174 -1.564 0.015  0.04
H -1.065 2.043 0.219  0.07


Record 3
This record from the Open Molecules 2025 dataset describes one molecule with the formula C2H3FO2S. The level of theory is ωB97M-V/def2-TZVPD.

Results
2S+1 ... 1
HOMO level ... -11.7 eV
Energy above the lowest of the compared OMol25 structures with the same formula, charge and spin ... 37.32 kcal per mole
E_LUMO ... -0.34 eV
SMILES ... C=CS(=O)(=O)F

Last column: Löwdin charge in e.
Geometry (Å):
C -0.164 0.135 -0.353  0.03
C 0.737 -0.101 0.592  -0.18
S 2.363 0.213 0.009  0.72
O 2.502 0.755 -1.297  -0.26
O 3.157 0.777 1.070  -0.27
F 2.834 -1.456 -0.210  -0.26
H -1.222 -0.169 -0.409  0.09
H -0.041 0.699 -1.266  0.08
H 0.804 -0.689 1.407  0.06


Record 4
This record from the Open Molecules 2025 dataset describes a 2-piece molecular cluster, C2H3FS overall. The level of theory is ωB97M-V/def2-TZVPD.

Results
2S+1 ... 1
HOMO level (spin up / spin down) ... -9.0 / -9.0 eV
Energy above the lowest of the compared OMol25 structures with the same formula, charge and spin ... 37.57 kcal per mole
E_LUMO (spin up / spin down) ... 0.24 / 0.24 eV

Last column: Löwdin charge in e.
Geometry (Å):
C 2.106 -0.385 0.072  -0.80
C 0.083 0.056 0.029  0.04
F 2.307 -1.673 0.031  0.00
S 3.174 0.786 0.025  0.70
H -0.238 -0.476 0.910  0.02
H -0.227 -0.398 -0.894  0.02
H 0.043 1.123 0.088  0.02